Entry 1:
{
  "formula": "C15H23NO8PRuTe",
  "method": "the ωB97M-V functional and the def2-TZVPD basis",
  "multiplicity": 2,
  "charge": 0,
  "homo_energy_ev": [-8.076, -8.099],
  "orbital_gap_ev": [7.839, 6.781],
  "fmax_ev_per_a": 4.377,
  "total_energy_ev": -52964.0857,
  "relative_energy_ev": 1.869,
  "species": ["Ru", "O", "C", "O", "C", "C", "C", "C", "C", "O", "C", "C", "O", "O", "H", "H", "H", "H", "H", "H", "H", "H", "C", "C", "C", "N", "H", "H", "H", "H", "H", "C", "C", "O", "P", "O", "Te", "O", "C", "C", "H", "H", "H", "H", "H", "H", "H", "H", "H", "H"],
  "xyz": [[0.120, 0.954, -0.195], [0.768, 4.497, 1.309], [1.125, 3.526, 0.687], [0.405, 2.927, -0.249], [2.510, 2.923, 0.894], [2.945, 2.151, -0.344], [4.418, 1.750, -0.261], [4.384, 0.639, 0.831], [2.892, 0.571, 1.153], [2.297, 0.867, -0.141], [2.496, 1.801, 1.974], [1.125, 1.612, 2.565], [0.828, 2.034, 3.657], [0.331, 0.900, 1.789], [3.173, 3.748, 1.146], [2.624, 2.584, -1.284], [5.055, 2.595, -0.004], [4.746, 1.345, -1.217], [4.961, 0.896, 1.717], [4.746, -0.313, 0.446], [2.511, -0.375, 1.519], [3.167, 1.996, 2.809], [-5.033, 2.734, -0.057], [-4.414, 1.355, 0.197], [-2.956, 1.415, 0.245], [-1.820, 1.510, 0.331], [-6.116, 2.639, -0.099], [-4.682, 3.148, -1.000], [-4.774, 3.427, 0.741], [-4.682, 0.653, -0.594], [-4.756, 0.942, 1.146], [-3.563, -3.099, -0.025], [-2.526, -2.145, 0.514], [-1.957, -1.377, -0.583], [-0.421, -1.574, -0.918], [0.485, -1.450, 0.267], [0.106, 0.046, -2.642], [-0.429, -3.050, -1.532], [0.853, -3.673, -1.782], [0.642, -4.804, -2.759], [-3.979, -3.686, 0.795], [-3.114, -3.779, -0.749], [-4.375, -2.559, -0.513], [-1.733, -2.673, 1.043], [-2.958, -1.420, 1.204], [1.263, -4.022, -0.835], [1.540, -2.928, -2.193], [-0.116, -5.492, -2.384], [1.576, -5.349, -2.899], [0.314, -4.417, -3.724]]
}

Entry 2:
{
  "formula": "C15H24AuNS3",
  "method": "the ωB97M-V functional and the def2-TZVPD basis",
  "charge": 2,
  "homo_energy_ev": [-13.845, -13.849],
  "orbital_gap_ev": [3.758, 3.764],
  "fmax_ev_per_a": 0.859,
  "total_energy_ev": -53614.3451,
  "relative_energy_ev": 1.348,
  "species": ["Au", "C", "C", "S", "C", "C", "S", "C", "C", "S", "H", "H", "H", "H", "H", "H", "H", "H", "H", "H", "H", "H", "C", "N", "C", "C", "C", "C", "C", "C", "C", "C", "H", "H", "H", "H", "H", "H", "H", "H", "H", "H", "H", "H"],
  "xyz": [[-0.895, -0.548, 0.520], [-0.680, -2.179, 3.603], [-1.077, -0.787, 4.056], [-1.865, 0.236, 2.758], [-0.973, 1.815, 2.933], [0.539, 1.786, 2.774], [1.103, 1.125, 1.167], [2.264, -0.209, 1.606], [1.841, -1.257, 2.629], [0.414, -2.288, 2.151], [-0.180, -2.697, 4.422], [-1.551, -2.768, 3.314], [-1.806, -0.875, 4.861], [-0.229, -0.225, 4.440], [-1.428, 2.461, 2.182], [-1.226, 2.220, 3.914], [0.905, 2.812, 2.820], [1.037, 1.225, 3.562], [2.485, -0.666, 0.640], [3.170, 0.283, 1.963], [2.676, -1.950, 2.741], [1.642, -0.827, 3.608], [-0.313, 2.596, -1.811], [-0.923, 1.872, -2.882], [-0.448, 2.120, -4.219], [-1.647, 0.679, -2.603], [-0.707, -0.572, -2.530], [-0.336, -1.157, -3.740], [0.479, -2.280, -3.765], [0.919, -2.842, -2.580], [0.540, -2.276, -1.369], [-0.268, -1.145, -1.368], [-0.204, 3.648, -2.079], [0.699, 2.211, -1.587], [-0.922, 2.523, -0.911], [-0.236, 3.180, -4.348], [-1.193, 1.815, -4.953], [0.485, 1.577, -4.433], [-2.365, 0.498, -3.403], [-2.194, 0.793, -1.673], [-0.723, -0.757, -4.669], [0.762, -2.715, -4.714], [1.556, -3.716, -2.581], [0.874, -2.738, -0.450]]
}

Entry 3:
{
  "formula": "C15H24BeN6O6",
  "method": "the ωB97M-V functional and the def2-TZVPD basis",
  "charge": 0,
  "homo_energy_ev": [-8.200, -8.104],
  "orbital_gap_ev": [6.542, 5.520],
  "fmax_ev_per_a": 2.931,
  "total_energy_ev": -37562.7796,
  "species": ["O", "H", "Be", "N", "N", "N", "N", "O", "O", "O", "O", "C", "C", "C", "C", "C", "H", "H", "H", "C", "H", "H", "H", "C", "C", "H", "H", "H", "H", "H", "H", "H", "H", "C", "H", "H", "H", "O", "H", "H", "N", "C", "C", "C", "C", "N", "C", "C", "H", "H", "H", "H"],
  "xyz": [[0.349, -2.029, -4.279], [-0.601, -1.873, -4.054], [-0.096, 0.065, -0.243], [1.316, -0.888, -0.754], [-0.728, -1.629, 0.223], [0.636, 1.736, -0.218], [-1.338, 0.980, 1.023], [2.464, -0.383, -0.954], [1.702, 2.172, -0.957], [-2.289, 0.433, 1.792], [-1.800, -1.863, 0.930], [-0.094, -2.671, -0.385], [1.134, -2.238, -0.935], [0.002, 2.711, 0.433], [-1.155, 2.282, 1.157], [2.089, -3.129, -1.657], [2.248, -2.729, -2.663], [1.677, -4.140, -1.750], [3.039, -3.192, -1.110], [-0.645, -4.063, -0.392], [-1.626, -4.067, -0.876], [-0.740, -4.485, 0.615], [0.015, -4.714, -0.957], [0.514, 4.090, 0.591], [-1.872, 3.158, 2.124], [1.187, 4.313, -0.243], [1.057, 4.178, 1.546], [-0.324, 4.798, 0.620], [-2.404, 2.526, 2.844], [-2.573, 3.837, 1.622], [-1.157, 3.783, 2.668], [2.091, 1.313, -1.311], [-2.169, -0.594, 1.509], [-1.333, 0.196, -1.455], [-0.870, -0.227, -2.357], [-1.586, 1.247, -1.477], [-2.225, -0.317, -1.121], [2.151, 0.818, -4.008], [1.885, -0.008, -4.469], [1.324, 1.085, -3.560], [-0.189, 0.059, 7.462], [0.045, -0.004, 6.314], [0.277, -0.062, 4.890], [0.098, -1.254, 4.195], [0.440, -1.305, 2.833], [0.748, -0.208, 2.177], [1.072, 0.893, 2.826], [0.745, 1.045, 4.181], [-0.368, -2.126, 4.629], [0.460, -2.210, 2.215], [1.555, 1.662, 2.204], [0.798, 2.032, 4.611]]
}

Entry 4:
{
  "formula": "C15H24Br2O5S",
  "method": "the ωB97M-V functional and the def2-TZVPD basis",
  "smiles": "C#CC[C@@]1(OC[C@@H](C)CC(C)C)OS(=O)(=O)O[C@H]1[C@H](Br)[C@H](C)Br",
  "charge": 0,
  "homo_energy_ev": -10.117,
  "orbital_gap_ev": 10.605,
  "fmax_ev_per_a": 0.678,
  "total_energy_ev": -177099.5654,
  "species": ["C", "C", "C", "C", "O", "C", "C", "C", "C", "C", "C", "C", "O", "S", "O", "O", "O", "C", "C", "Br", "C", "C", "Br", "H", "H", "H", "H", "H", "H", "H", "H", "H", "H", "H", "H", "H", "H", "H", "H", "H", "H", "H", "H", "H", "H", "H", "H"],
  "xyz": [[1.902, 3.410, 2.175], [1.092, 2.524, 2.215], [0.083, 1.466, 2.269], [0.593, 0.210, 1.553], [0.778, 0.574, 0.238], [1.853, -0.032, -0.507], [1.474, -0.613, -1.858], [0.412, -1.703, -1.762], [1.201, 0.418, -2.964], [0.143, 1.515, -2.775], [-1.223, 1.017, -2.306], [0.630, 2.709, -1.930], [1.823, -0.139, 2.197], [1.839, -1.611, 2.787], [2.342, -1.574, 4.105], [2.381, -2.492, 1.810], [0.273, -1.780, 2.834], [-0.337, -1.032, 1.758], [-1.807, -0.740, 2.121], [-2.010, -0.577, 4.053], [-2.738, -1.847, 1.614], [-2.667, -2.020, 0.099], [-4.590, -1.363, 2.054], [2.618, 4.186, 2.161], [-0.826, 1.823, 1.791], [-0.092, 1.224, 3.316], [2.579, 0.765, -0.682], [2.365, -0.786, 0.086], [2.390, -1.133, -2.158], [0.779, -2.526, -1.142], [0.208, -2.114, -2.750], [-0.504, -1.336, -1.319], [2.147, 0.906, -3.220], [0.917, -0.151, -3.854], [-0.022, 1.918, -3.778], [-1.240, 0.828, -1.231], [-1.979, 1.776, -2.511], [-1.532, 0.109, -2.828], [1.083, 3.458, -2.581], [-0.206, 3.197, -1.430], [1.383, 2.437, -1.197], [-0.317, -1.725, 0.918], [-2.131, 0.202, 1.690], [-2.534, -2.776, 2.136], [-2.373, -1.091, -0.387], [-3.629, -2.316, -0.306], [-1.954, -2.802, -0.162]]
}